Molecular formula: C4H12
Method: DFT, ωB97M-V/def2-TZVPD

HOMO-LUMO gap = 12.22 eV
Electronic energy = -159.54249 Ha
Energy above the lowest of the compared OMol25 structures with the same formula, charge and spin = 111.55 kJ/mol
LUMO energy = 1.181 eV

CARTESIAN COORDINATES (ANGSTROEM)
1 C 0.954 1.743 -0.484
2 C -0.562 1.643 -0.665
3 H 1.453 1.110 -1.219
4 H 1.204 2.777 -0.659
5 H 1.050 1.638 0.589
6 H -0.987 1.526 -1.689
7 H -0.996 0.933 -0.038
8 H -0.992 2.595 -0.356
9 C -0.107 -2.243 1.152
10 C -0.091 -1.254 0.027
11 H -0.882 -2.979 0.979
12 H 0.736 -2.924 1.215
13 H -0.455 -1.765 2.112
14 H -0.839 -0.489 0.114
15 H 0.900 -0.714 -0.107
16 H -0.386 -1.596 -0.970

Forces on atoms 1 to 3 (eV/Å):
-1.540 0.669 -0.553
-0.565 2.129 -1.517
0.488 -0.152 0.839

Atom charges from the Löwdin analysis, given in e for atoms 1 to 5: C -0.161; C -0.189; H 0.069; H 0.053; H 0.073

Molecular formula: C2H6N2
Method: DFT, ωB97M-V/def2-TZVPD

HOMO-LUMO gap = 5.33 eV
Electronic energy = -189.01239 Ha
Energy above the lowest of the compared OMol25 structures with the same formula, charge and spin = 832.72 kJ/mol
LUMO energy = -2.072 eV

CARTESIAN COORDINATES (ANGSTROEM)
1 C 0.532 0.225 -0.319
2 C -0.627 -0.232 0.498
3 N -2.012 -0.262 0.174
4 N 1.872 -0.005 0.135
5 H 0.385 0.316 -1.389
6 H -0.265 -0.938 1.241
7 H -1.062 0.729 0.949
8 H -2.235 -0.634 -0.759
9 H 0.980 1.194 0.102
10 H 2.432 -0.392 -0.632

Forces on atoms 1 to 3 (eV/Å):
1.370 -1.603 -0.524
-1.367 1.504 0.343
0.069 -1.544 -0.437

Atom charges from the Löwdin analysis, given in e for atoms 1 to 5: C -0.301; C -0.341; N -0.004; N 0.021; H 0.113

Molecular formula: C23H39Cl3CoN3O3SSi
Method: DFT, ωB97M-V/def2-TZVPD

Net charge = -1
HOMO-LUMO gap (alpha / beta) = 6.09 / 6.64 eV
Spin multiplicity = 4
Electronic energy = -4741.00843 Ha
<S²> = 3.76
Energy above the lowest of the compared OMol25 structures with the same formula, charge and spin = 0.00 kJ/mol
LUMO energy (alpha / beta) = 2.452 / 2.451 eV

CARTESIAN COORDINATES (ANGSTROEM)
1 C -1.474 -1.834 -2.328
2 C -0.965 -2.788 -1.303
3 H -1.047 -2.043 -3.312
4 H -1.210 -0.806 -2.038
5 H -2.573 -1.882 -2.411
6 C -0.463 -4.001 -1.565
7 C -0.323 -4.603 -2.925
8 H -0.137 -4.653 -0.743
9 H -0.499 -3.889 -3.739
10 H -0.999 -5.458 -3.078
11 H 0.695 -4.994 -3.047
12 Co -0.687 0.405 1.032
13 Cl -2.848 0.425 1.230
14 Cl -0.367 1.371 -0.983
15 H 0.715 4.323 4.260
16 H -1.374 5.638 3.336
17 C 0.971 4.122 3.211
18 C -1.008 5.356 2.341
19 N -0.230 4.116 2.396
20 H 1.452 3.148 3.118
21 C -0.632 2.994 1.823
22 O 0.040 1.912 1.916
23 H -1.867 5.212 1.676
24 H -1.556 3.000 1.244
25 H 1.643 4.917 2.866
26 H -0.394 6.177 1.959
27 H 1.438 -1.411 -2.146
28 H 2.161 -3.690 -0.921
29 C 2.306 -0.921 -1.685
30 C 3.074 -3.093 -0.763
31 N 2.735 -1.694 -0.545
32 H 2.011 0.079 -1.342
33 C 2.899 -1.109 0.667
34 O 2.685 0.094 0.891
35 H 3.587 -3.476 0.129
36 H 3.299 -1.808 1.433
37 H 3.110 -0.860 -2.431
38 H 3.720 -3.202 -1.647
39 O -0.156 -1.272 0.319
40 C -1.091 -2.268 0.135
41 C 0.161 -3.790 1.773
42 C -1.046 -3.355 1.234
43 H 1.091 -3.319 1.445
44 C 0.170 -4.816 2.726
45 H -2.094 -1.805 0.189
46 C -2.246 -3.930 1.666
47 H 1.112 -5.130 3.166
48 C -1.029 -5.426 3.115
49 C -2.234 -4.973 2.587
50 H -3.183 -3.558 1.238
51 H -1.017 -6.251 3.834
52 H -3.182 -5.427 2.894
53 Si -0.427 4.474 -3.928
54 Cl -0.690 2.568 -4.753
55 C 1.414 4.681 -3.663
56 C -1.502 4.279 -2.417
57 C -1.026 5.957 -4.972
58 H 1.838 3.762 -3.237
59 H 1.632 5.514 -2.982
60 H 1.913 4.890 -4.621
61 H -0.390 6.097 -5.858
62 H -0.983 6.885 -4.379
63 H -2.066 5.804 -5.290
64 H -1.206 3.385 -1.843
65 H -2.546 4.127 -2.736
66 H -1.454 5.146 -1.752
67 S -0.343 -1.959 4.742
68 C 1.155 -1.152 4.406
69 C 1.026 -0.327 3.305
70 N -0.213 -0.412 2.682
71 C -1.051 -1.198 3.369
72 H 2.062 -1.275 4.984
73 H 1.819 0.313 2.920
74 H -2.105 -1.311 3.127

Forces on atoms 1 to 3 (eV/Å):
0.036 0.384 -0.204
-0.054 -0.965 0.860
-0.130 0.146 0.017

Atom charges from the Löwdin analysis, given in e for atoms 1 to 5: C -0.055; C -0.231; H 0.060; H 0.017; H 0.093

Molecular formula: C22H52ClF2N2O11S7
Method: DFT, ωB97M-V/def2-TZVPD

Net charge = +1
HOMO-LUMO gap = 5.47 eV
Electronic energy = -5253.12744 Ha
LUMO energy = -4.650 eV

CARTESIAN COORDINATES (ANGSTROEM)
1 O -2.385 3.137 -6.649
2 C -2.096 1.870 -6.324
3 Cl -3.252 0.443 -6.568
4 C -0.615 1.613 -5.620
5 C -0.597 0.387 -4.532
6 C -1.726 0.488 -3.349
7 O -1.195 0.689 -1.992
8 C -0.165 -0.300 -1.639
9 C 0.694 -0.892 -2.905
10 N 2.122 -1.294 -2.565
11 C 2.213 -1.987 -1.215
12 O 1.649 -3.170 -0.952
13 F 2.947 -1.216 -0.142
14 C 2.662 -2.304 -3.589
15 O 3.805 -1.998 -4.218
16 F 1.987 -3.581 -3.922
17 N 0.813 0.235 -3.949
18 H -0.146 2.606 -5.187
19 H 0.110 1.289 -6.510
20 H -0.784 -0.617 -5.149
21 H -2.397 1.448 -3.583
22 H -2.464 -0.431 -3.450
23 H 0.579 0.251 -0.885
24 H -0.596 -1.231 -1.053
25 H 0.161 -1.802 -3.462
26 H 1.151 1.091 -3.456
27 H 1.503 0.015 -4.708
28 C 1.079 5.268 -1.374
29 S 0.270 3.839 -2.134
30 O 1.142 3.373 -3.261
31 C -1.105 4.766 -2.856
32 H 1.997 4.929 -0.888
33 H 1.326 6.008 -2.138
34 H 0.415 5.708 -0.625
35 H -0.724 5.537 -3.530
36 H -1.698 5.222 -2.060
37 H -1.733 4.072 -3.420
38 C -2.235 8.014 1.349
39 S -2.733 6.570 0.378
40 O -1.585 6.211 -0.518
41 C -3.960 7.436 -0.629
42 H -1.438 7.715 2.032
43 H -1.868 8.801 0.686
44 H -3.089 8.377 1.926
45 H -3.487 8.259 -1.170
46 H -4.757 7.818 0.013
47 H -4.383 6.728 -1.346
48 C -2.603 0.199 1.754
49 S -3.835 0.940 0.655
50 O -4.004 2.372 1.068
51 C -5.247 0.016 1.307
52 H -1.634 0.659 1.549
53 H -2.876 0.378 2.796
54 H -2.542 -0.875 1.561
55 H -5.357 0.206 2.377
56 H -5.099 -1.052 1.129
57 H -6.149 0.347 0.787
58 C 4.706 -7.310 -3.732
59 S 4.367 -7.300 -1.955
60 O 3.309 -8.329 -1.691
61 C 3.567 -5.678 -1.926
62 H 5.178 -8.260 -3.990
63 H 3.773 -7.206 -4.291
64 H 5.384 -6.490 -3.979
65 H 2.704 -5.674 -2.596
66 H 4.283 -4.911 -2.232
67 H 3.234 -5.473 -0.906
68 C -8.369 2.128 2.514
69 S -9.178 0.699 1.754
70 O -8.306 0.233 0.627
71 C -10.553 1.626 1.031
72 H -7.451 1.790 3.000
73 H -8.122 2.868 1.749
74 H -9.033 2.568 3.262
75 H -10.172 2.397 0.358
76 H -11.145 2.082 1.828
77 H -11.181 0.932 0.467
78 C 4.254 -3.499 4.850
79 S 3.352 -2.019 4.331
80 O 1.991 -2.076 4.958
81 C 3.174 -2.507 2.598
82 H 4.444 -3.431 5.924
83 H 3.658 -4.391 4.644
84 H 5.206 -3.552 4.317
85 H 2.644 -3.461 2.531
86 H 4.161 -2.593 2.139
87 H 2.599 -1.737 2.078
88 C 9.086 -4.410 6.466
89 S 7.719 -5.332 7.211
90 O 6.510 -5.122 6.349
91 C 7.545 -4.267 8.663
92 H 9.344 -4.879 5.514
93 H 8.786 -3.374 6.290
94 H 9.953 -4.441 7.131
95 H 7.339 -3.240 8.350
96 H 8.462 -4.302 9.255
97 H 6.711 -4.635 9.265

Forces on atoms 1 to 3 (eV/Å):
1.532 -9.076 2.013
-0.151 7.275 -0.684
1.648 1.890 0.321

Atom charges from the Löwdin analysis, given in e for atoms 1 to 5: O -0.038; C -0.577; Cl 0.615; C -0.089; C -0.228

Molecular formula: C5H10O
Method: DFT, ωB97M-V/def2-TZVPD

HOMO-LUMO gap = 10.70 eV
Electronic energy = -271.69917 Ha
Energy above the lowest of the compared OMol25 structures with the same formula, charge and spin = 140.33 kJ/mol
LUMO energy = 1.117 eV

CARTESIAN COORDINATES (ANGSTROEM)
1 C -0.859 1.255 -0.992
2 C 0.268 1.065 0.013
3 O 1.452 0.735 -0.797
4 C 1.295 -0.649 -0.471
5 C 0.418 -0.295 0.730
6 C -0.752 -1.182 1.094
7 H -1.336 2.239 -0.966
8 H -1.630 0.477 -0.987
9 H -0.245 1.159 -1.892
10 H 0.455 1.959 0.619
11 H 0.753 -1.216 -1.250
12 H 2.255 -1.135 -0.282
13 H 1.064 -0.140 1.600
14 H -1.315 -0.774 1.940
15 H -0.380 -2.171 1.386
16 H -1.444 -1.327 0.256

Forces on atoms 1 to 3 (eV/Å):
0.115 -0.062 -0.186
0.241 0.119 -0.094
0.178 0.170 0.342

Atom charges from the Löwdin analysis, given in e for atoms 1 to 5: C -0.029; C -0.306; O -0.123; C -0.168; C -0.296

Molecular formula: CH3NOSi
Method: DFT, ωB97M-V/def2-TZVPD

HOMO-LUMO gap = 9.67 eV
Electronic energy = -459.23838 Ha
Energy above the lowest of the compared OMol25 structures with the same formula, charge and spin = 447.58 kJ/mol
LUMO energy = -0.580 eV

CARTESIAN COORDINATES (ANGSTROEM)
1 O -1.155 -0.730 0.677
2 Si -1.360 0.302 -0.434
3 H -2.211 0.147 -1.387
4 H -0.632 1.431 0.184
5 C 1.418 -0.439 0.125
6 N 2.253 -0.142 -0.574
7 H 1.687 -0.569 1.408

Forces on atoms 1 to 3 (eV/Å):
-0.626 -0.787 -0.556
3.700 0.071 6.152
-3.212 -0.119 -4.263

Atom charges from the Löwdin analysis, given in e for atoms 1 to 5: O -0.486; Si 0.646; H -0.125; H -0.033; C -0.258